{"formula": "C6H18B2BrN4O5", "method": "ωB97M-V/def2-TZVPD", "species": ["C", "C", "B", "O", "B", "O", "C", "C", "Br", "O", "H", "H", "H", "H", "H", "H", "H", "H", "H", "H", "C", "O", "N", "N", "H", "H", "H", "H", "C", "O", "N", "N", "H", "H", "H", "H"], "xyz": [[2.1089, -0.2621, 0.7505], [1.3929, -0.0450, -0.6154], [-0.0387, 0.5465, -0.2769], [-0.1162, 1.9342, -0.3665], [-1.3918, -0.4317, 0.2362], [-1.9646, -0.1065, 1.6201], [-3.2750, 0.3265, 1.4647], [-3.7114, -0.2169, 0.1073], [-4.3345, -2.1527, 0.3538], [-2.6228, -0.1269, -0.6672], [2.4067, -1.2992, 0.8993], [3.0029, 0.3511, 0.8418], [1.4597, -0.0090, 1.5943], [1.9865, 0.6174, -1.2532], [1.2884, -1.0087, -1.1174], [-0.9952, 2.2287, -0.0658], [-1.1365, -1.6353, 0.1843], [-3.3255, 1.4304, 1.3654], [-3.9180, 0.0290, 2.2954], [-4.5950, 0.2322, -0.3433], [-4.4985, 0.7014, -3.8277], [-4.7318, 1.8047, -3.3565], [-5.0756, 0.3139, -5.0246], [-3.6950, -0.2210, -3.2551], [-4.9191, -0.5825, -5.4423], [-5.6861, 0.9710, -5.4693], [-3.2021, -0.0251, -2.3822], [-3.5534, -1.1245, -3.6656], [6.1545, -0.3491, 2.9280], [5.1018, -0.4574, 2.3372], [6.3011, 0.4544, 4.0307], [7.2899, -1.0201, 2.5453], [7.1610, 0.5567, 4.5330], [5.4862, 0.9546, 4.3331], [7.2115, -1.6152, 1.7424], [8.1670, -0.9428, 3.0219]], "lowdin_charge": [-0.11, -0.18, -0.36, 0.09, -0.53, -0.10, -0.29, -0.68, 0.51, -0.15, 0.06, 0.05, 0.07, 0.08, 0.08, 0.09, 0.08, 0.12, 0.10, 0.09, -0.69, 0.01, 0.12, 0.18, 0.08, 0.08, 0.08, 0.10, -0.68, 0.05, 0.14, 0.14, 0.08, 0.10, 0.10, 0.08], "charge": -1, "energy_ev": -94112.898, "homo_lumo_gap_ha": 0.2232}